1.
The molecule C4H9NO, computed with the ωB97M-V functional and the def2-TZVPD basis.

Geometry as ORCA input:
```
! wB97M-V def2-TZVPD RIJCOSX def2/J DEFGRID3
* xyz 0 1
C 0.94 -0.72 0.54
C 2.31 -0.79 -0.13
C -0.11 0.00 -0.29
N -1.12 0.59 0.39
C -2.30 1.10 -0.28
O -0.07 -0.01 -1.51
H 0.49 -1.70 0.71
H 1.01 -0.25 1.54
H 3.08 -0.45 0.54
H 2.30 -0.16 -1.02
H 2.54 -1.79 -0.48
H -1.24 0.45 1.38
H -3.18 0.49 -0.06
H -2.52 2.11 0.02
H -2.13 1.12 -1.35
*
```

M   87.12 g/mol
SMILES   CCC(=O)NC
LUMO   0.913 eV
ΔE to the lowest compared entry with this formula, charge and spin   40.16 kJ/mol
HOMO-LUMO gap   10.6 eV



2.
The molecule C4H9NO, computed with the ωB97M-V functional and the def2-TZVPD basis.

Geometry as ORCA input:
```
! wB97M-V def2-TZVPD RIJCOSX def2/J DEFGRID3
* xyz 0 1
C -0.42 -1.19 0.74
N 0.34 -0.04 0.31
C 1.61 0.19 0.98
C 0.06 0.71 -0.80
O 0.89 1.45 -1.30
C -1.35 0.65 -1.37
H -0.71 -1.10 1.80
H -1.32 -1.30 0.14
H 0.17 -2.11 0.63
H 2.38 -0.53 0.66
H 1.47 0.10 2.06
H 1.95 1.19 0.73
H -1.47 1.56 -1.96
H -2.12 0.62 -0.59
H -1.49 -0.21 -2.03
*
```

M   87.12 g/mol
SMILES   CC(=O)N(C)C
LUMO   0.862 eV
ΔE to the lowest compared entry with this formula, charge and spin   57.35 kJ/mol
HOMO-LUMO gap   10.0 eV



3.
A 2-piece molecular cluster, C4H9NO overall in a non-equilibrium geometry, computed with the ωB97M-V functional and the def2-TZVPD basis.

Geometry as ORCA input:
```
! wB97M-V def2-TZVPD RIJCOSX def2/J DEFGRID3
* xyz 0 1
C -1.63 -2.22 0.01
C -2.93 -0.23 -0.54
N -2.21 -1.21 -0.94
H -2.38 -3.06 0.28
H -0.74 -2.62 -0.43
H -1.28 -1.65 0.98
H -4.08 -0.28 -0.49
H -2.45 0.44 0.09
C 2.99 2.23 0.82
C 2.14 1.48 0.06
O 1.73 0.15 0.34
H 3.24 3.22 0.49
H 3.39 1.65 1.71
H 1.62 2.01 -0.72
H 0.90 0.04 -0.20
*
```

M   87.12 g/mol
SMILES   C=CO.C=NC
LUMO   -0.241 eV
ΔE to the lowest compared entry with this formula, charge and spin   535.73 kJ/mol
HOMO-LUMO gap   8.0 eV



4.
The molecule C4H9NO, computed with the ωB97M-V functional and the def2-TZVPD basis.

Geometry as ORCA input:
```
! wB97M-V def2-TZVPD RIJCOSX def2/J DEFGRID3
* xyz 0 1
C -1.66 0.71 0.31
C -0.84 -0.13 -0.64
N 0.37 0.44 -1.21
C 0.48 -0.77 -0.39
C 1.37 -0.62 0.84
O 1.55 0.72 1.21
H -2.31 0.08 0.91
H -1.01 1.29 0.97
H -2.29 1.41 -0.26
H -1.45 -0.68 -1.35
H 0.44 0.29 -2.21
H 0.62 -1.72 -0.89
H 2.34 -1.10 0.61
H 0.95 -1.16 1.70
H 1.44 1.23 0.39
*
```

M   87.12 g/mol
SMILES   C[C@H]1N[C@H]1CO
LUMO   0.985 eV
ΔE to the lowest compared entry with this formula, charge and spin   187.51 kJ/mol
HOMO-LUMO gap   10.7 eV



5.
The molecule C4H9NO in a non-equilibrium geometry, computed with the ωB97M-V functional and the def2-TZVPD basis.

Geometry as ORCA input:
```
! wB97M-V def2-TZVPD RIJCOSX def2/J DEFGRID3
* xyz 0 1
C 0.15 -1.61 0.67
C 0.71 -0.23 0.77
N 1.27 0.53 -0.34
C 0.01 0.97 0.24
C -1.13 0.94 -0.77
O -0.97 -0.09 -1.72
H -0.36 -1.82 1.61
H -0.58 -1.66 -0.14
H 0.93 -2.37 0.52
H 1.23 -0.03 1.72
H 2.10 1.07 -0.08
H -0.07 1.66 1.07
H -1.18 1.91 -1.30
H -2.08 0.80 -0.26
H -0.01 -0.15 -1.86
*
```

M   87.12 g/mol
SMILES   C[C@H]1N[C@H]1CO
LUMO   0.999 eV
ΔE to the lowest compared entry with this formula, charge and spin   210.16 kJ/mol
HOMO-LUMO gap   10.7 eV



6.
The molecule C4H9NO in a non-equilibrium geometry, computed with the ωB97M-V functional and the def2-TZVPD basis.

Geometry as ORCA input:
```
! wB97M-V def2-TZVPD RIJCOSX def2/J DEFGRID3
* xyz 0 1
C -1.25 -0.57 0.39
N -0.19 0.14 -0.31
C -0.66 1.50 -0.59
C 1.17 -0.55 -0.60
C 1.62 -0.80 0.82
O 1.62 0.11 1.62
H -2.06 -0.85 -0.31
H -1.72 0.05 1.19
H -0.87 -1.47 0.89
H -1.12 1.97 0.31
H 0.12 2.20 -0.92
H -1.47 1.49 -1.35
H 1.82 0.16 -1.12
H 1.28 -1.52 -1.19
H 1.72 -1.85 1.16
*
```

M   87.12 g/mol
SMILES   CN(C)CC=O
LUMO   0.855 eV
ΔE to the lowest compared entry with this formula, charge and spin   286.76 kJ/mol
HOMO-LUMO gap   8.9 eV